Entry 1:
{"formula": "C4H4KMgO5", "method": "the ωB97M-V functional and the def2-TZVPD basis", "e_lumo_ev": [-10.30, -11.28], "total_charge": 2, "homo_energy_ev": [-16.456, -16.546], "orbital_gap_ev": [6.16, 5.27], "s_squared": 0.756, "spin_multiplicity": 2, "symbols": ["O", "C", "C", "O", "O", "C", "K", "H", "H", "H", "C", "O", "O", "Mg", "H"], "positions_angstrom": [[1.38, -1.41, 0.20], [0.31, -1.67, 0.94], [1.69, -0.01, 0.33], [-0.66, -2.29, 0.54], [0.19, -0.76, 1.89], [1.23, 0.24, 1.76], [-3.35, -1.80, -0.57], [0.91, 0.59, -0.61], [2.75, 0.15, 0.12], [1.98, 0.09, 2.54], [-1.15, 1.08, -1.75], [-2.25, 0.46, -1.81], [-0.97, 2.15, -2.33], [-2.85, 1.94, -3.17], [0.79, 1.23, 1.91]]}


Entry 2:
{"formula": "Cl2HNOS", "method": "the ωB97M-V functional and the def2-TZVPD basis", "e_lumo_ev": [-0.19, -4.30], "homo_energy_ev": [-10.478, -10.888], "orbital_gap_ev": [10.29, 6.58], "s_squared": 2.021, "spin_multiplicity": 3, "symbols": ["N", "O", "S", "Cl", "Cl", "H"], "positions_angstrom": [[1.26, -0.18, -0.05], [-0.24, 1.19, -1.42], [-0.20, 0.45, -0.18], [-1.93, -2.79, -0.89], [-0.47, 1.62, 1.61], [1.57, -0.28, 0.93]]}